(1)
Here is a single C5H9NO molecule from OMol25. Energies are from the ωB97M-V functional and the def2-TZVPD basis.

Last column: Löwdin charge in e.
Element x y z (Å)
C 1.394 -0.838 -0.279  -0.02
C 0.210 0.100 -0.106  -0.52
C 0.559 1.533 -0.486  -0.03
N -1.060 -0.334 -0.759  0.01
C -1.780 -0.472 0.530  -0.10
C -0.499 -0.042 1.249  -0.33
O -0.162 0.087 2.392  0.12
H 2.215 -0.534 0.376  0.09
H 1.752 -0.805 -1.313  0.09
H 1.129 -1.873 -0.036  0.09
H 1.457 1.873 0.043  0.09
H -0.265 2.218 -0.254  0.09
H 0.744 1.577 -1.565  0.09
H -0.953 -1.230 -1.225  0.10
H -2.627 0.221 0.635  0.12
H -2.116 -1.482 0.797  0.12

E_HOMO: -9.51 eV
HOMO-LUMO gap: 10.447 eV
SMILES string: CC1(C)NCC1=O

=====

(2)
Here is 2 unconnected molecules or ions with the total composition C5H9NO from OMol25. Energies are from the ωB97M-V functional and the def2-TZVPD basis.

Last column: Löwdin charge in e.
Element x y z (Å)
C 1.897 0.950 0.052  0.00
O 0.701 0.308 -0.826  -0.02
C -0.189 -0.504 -0.442  -0.36
C -1.437 -0.685 -1.253  0.02
C -0.109 -1.191 0.866  0.00
C -0.270 2.074 0.793  -0.31
N -1.409 1.814 0.906  -0.13
H 2.007 1.967 -0.331  0.08
H 1.809 1.023 1.143  0.06
H 2.672 0.269 -0.268  0.08
H -1.891 -1.679 -1.140  0.10
H -1.326 -0.432 -2.308  0.10
H -2.120 0.053 -0.790  0.10
H -0.672 -0.527 1.540  0.10
H 0.922 -1.264 1.212  0.09
H -0.583 -2.176 0.845  0.10

E_HOMO: -8.50 eV
HOMO-LUMO gap: 8.084 eV

=====

(3)
Here is a single C5H9NO molecule from OMol25. Energies are from the ωB97M-V functional and the def2-TZVPD basis.

Last column: Löwdin charge in e.
Element x y z (Å)
C 0.988 1.436 -0.889  -0.07
C 0.608 0.127 -0.211  -0.31
C 0.469 0.136 1.341  -0.12
C -0.915 -0.576 1.260  -0.08
C -0.781 -0.451 -0.232  -0.21
N -1.206 -1.209 -1.191  -0.13
O -2.215 -1.957 -1.239  -0.09
H 2.028 1.661 -0.626  0.08
H 0.367 2.283 -0.578  0.08
H 0.935 1.354 -1.981  0.07
H 1.281 -0.652 -0.609  0.14
H 1.256 -0.390 1.884  0.11
H 0.383 1.154 1.734  0.11
H -1.746 -0.088 1.778  0.11
H -0.902 -1.633 1.556  0.12
H -0.550 -1.195 -1.998  0.18

E_HOMO: -8.38 eV
HOMO-LUMO gap: 9.073 eV
SMILES string: C[C@H]1CC/C1=[NH+]\[O-]

=====

(4)
Here is a single C5H9NO molecule from OMol25. Energies are from the ωB97M-V functional and the def2-TZVPD basis.

Last column: Löwdin charge in e.
Element x y z (Å)
C -0.983 2.535 -2.189  0.00
C -1.035 1.815 -1.100  -0.10
C -0.943 1.040 -0.047  -0.10
C 0.226 0.773 0.846  -0.26
O 1.137 -0.157 0.340  -0.14
N 0.496 -1.468 0.246  -0.12
C 0.848 -2.503 1.175  -0.10
H -0.741 2.080 -3.139  0.05
H -1.323 3.598 -2.274  0.07
H -1.662 0.140 0.189  0.14
H 0.842 1.639 0.851  0.12
H -0.111 0.381 1.769  0.10
H 0.629 -1.659 -0.729  0.11
H 0.299 -2.200 2.016  0.05
H 0.414 -3.403 0.630  0.12
H 1.906 -2.611 1.417  0.08

E_HOMO: -8.95 eV
HOMO-LUMO gap: 9.975 eV
SMILES string: C=C=CCONC

=====

(5)
Here is 2 unconnected molecules or ions with the total composition C5H9NO from OMol25. Energies are from the ωB97M-V functional and the def2-TZVPD basis.

Last column: Löwdin charge in e.
Element x y z (Å)
C -1.262 0.036 1.520  0.04
C -0.805 0.425 0.346  -0.42
N -0.773 1.419 -0.641  0.11
C 0.125 0.233 -0.740  -0.28
C 1.572 0.443 -0.395  -0.12
C 2.152 -0.815 0.207  -0.25
O 1.534 -1.843 0.358  0.05
H -0.851 -0.868 1.961  0.07
H -2.048 0.573 2.040  0.06
H -1.543 1.379 -1.309  0.10
H -0.101 -0.501 -1.516  0.14
H 1.630 1.231 0.368  0.13
H 2.194 0.771 -1.237  0.12
H 3.209 -0.744 0.532  0.12
H -2.431 -0.890 -0.384  0.05
H -2.601 -0.849 -1.109  0.07

E_HOMO: -9.19 eV
HOMO-LUMO gap: 10.276 eV
SMILES string: C=C1N[C@H]1CC=O.[H][H]

=====

(6)
Here is a single C5H9NO molecule from OMol25. Energies are from the ωB97M-V functional and the def2-TZVPD basis.

Last column: Löwdin charge in e.
Element x y z (Å)
C 1.266 -1.817 -1.279  -0.03
N 0.318 -1.759 -0.448  -0.06
C 0.609 -1.201 0.868  -0.23
C 0.053 0.199 0.961  -0.06
C -0.780 0.798 0.097  -0.41
C -1.084 2.264 0.147  -0.04
O -1.426 0.205 -0.936  0.03
H 2.308 -1.576 -1.029  0.08
H 1.063 -2.107 -2.309  0.08
H 1.697 -1.155 1.042  0.10
H 0.190 -1.858 1.640  0.11
H 0.454 0.822 1.753  0.10
H -0.413 2.780 0.834  0.08
H -2.118 2.472 0.441  0.08
H -0.943 2.679 -0.856  0.09
H -1.194 -0.745 -0.925  0.07

E_HOMO: -8.37 eV
HOMO-LUMO gap: 9.417 eV
SMILES string: C=NC/C=C(/C)O

=====

(7)
Here is a single C5H9NO molecule from OMol25. Energies are from the ωB97M-V functional and the def2-TZVPD basis.

Last column: Löwdin charge in e.
Element x y z (Å)
C -1.690 -1.155 -0.034  -0.06
C -0.564 -0.310 -0.599  -0.29
C -0.677 1.237 -0.424  -0.12
C 0.614 1.196 0.420  -0.10
C 0.809 -0.230 0.045  -0.31
N 1.766 -1.043 0.193  0.04
O 2.901 -0.316 0.599  -0.08
H -2.562 -1.076 -0.694  0.08
H -1.997 -0.819 0.963  0.08
H -1.396 -2.205 0.026  0.08
H -0.371 -0.578 -1.639  0.14
H -0.610 1.767 -1.381  0.11
H -1.553 1.622 0.109  0.10
H 0.346 0.953 1.461  0.14
H 1.399 1.950 0.317  0.12
H 3.585 -0.993 0.638  0.08

E_HOMO: -9.29 eV
HOMO-LUMO gap: 10.375 eV
SMILES string: C[C@H]1CC/C1=N\O

=====

(8)
Here is a single C5H9NO molecule from OMol25. Energies are from the ωB97M-V functional and the def2-TZVPD basis.

Last column: Löwdin charge in e.
Element x y z (Å)
C -1.204 -0.601 -1.934  -0.06
C -0.209 -0.728 -0.793  -0.22
C 0.779 0.492 -0.528  -0.06
N 0.250 0.525 0.844  -0.09
C 0.894 0.940 2.062  -0.04
C -0.567 -0.550 0.641  -0.52
O -1.089 -1.378 1.351  0.07
H -1.656 0.399 -1.992  0.08
H -2.008 -1.326 -1.788  0.08
H -0.732 -0.805 -2.902  0.07
H -0.068 -1.827 -0.388  0.19
H 1.850 0.283 -0.575  0.11
H 0.564 1.434 -1.079  0.12
H 0.304 0.572 2.907  0.09
H 1.912 0.538 2.129  0.09
H 0.946 2.031 2.101  0.08

E_HOMO: -9.34 eV
HOMO-LUMO gap: 10.255 eV
SMILES string: C[C@H]1CN(C)C1=O

=====

(9)
Here is a molecular structure, C5H9NO from OMol25. Energies are from the ωB97M-V functional and the def2-TZVPD basis.

Last column: Löwdin charge in e.
Element x y z (Å)
C -2.145 0.297 -0.639  -0.09
C -1.177 0.046 0.508  -0.21
C 0.176 -0.370 0.031  -0.35
O 0.864 0.669 -0.682  -0.02
C 1.328 -0.451 1.051  -0.01
C 2.062 0.194 -0.078  -0.43
N 3.103 0.190 -0.771  0.17
H -2.282 -0.607 -1.243  0.08
H -3.121 0.607 -0.255  0.07
H -1.761 1.086 -1.294  0.08
H -1.533 -0.753 1.167  0.12
H -1.047 0.950 1.113  0.12
H 0.147 -1.264 -0.611  0.16
H 2.563 0.572 -1.566  0.08
H 1.667 -1.422 1.402  0.12
H 1.156 0.256 1.868  0.13

E_HOMO: -10.15 eV
HOMO-LUMO gap: 11.163 eV

=====

(10)
Here is a single C5H9NO molecule from OMol25. Energies are from the ωB97M-V functional and the def2-TZVPD basis.

Last column: Löwdin charge in e.
Element x y z (Å)
C 1.908 -0.252 0.091  -0.12
C 0.600 0.508 0.123  -0.18
C -0.513 0.025 -0.743  -0.42
O -0.452 -1.367 -1.012  -0.03
C -1.914 0.263 -0.100  -0.14
C -1.770 0.180 1.388  -0.14
N -0.664 0.297 1.883  0.14
H 2.376 -0.238 -0.908  0.08
H 2.642 0.190 0.774  0.07
H 1.780 -1.304 0.376  0.08
H 0.727 1.592 0.075  0.11
H 0.341 0.249 2.004  0.10
H -0.533 0.598 -1.688  0.15
H 0.396 -1.546 -1.437  0.08
H -2.629 -0.462 -0.498  0.11
H -2.292 1.268 -0.328  0.11

E_HOMO (alpha / beta): -7.17 / -7.16 eV
HOMO-LUMO gap (alpha / beta): 7.935 / 7.921 eV

=====

(11)
Here is a single C5H9NO molecule from OMol25. Energies are from the ωB97M-V functional and the def2-TZVPD basis.

Last column: Löwdin charge in e.
Element x y z (Å)
C -0.040 -1.980 1.948  -0.11
O -0.084 -1.447 0.627  -0.20
C 0.350 -0.098 0.554  -0.20
C 0.304 0.509 -0.931  -0.18
C -1.206 1.244 -1.721  0.01
C 1.096 1.710 -1.033  -0.29
N 1.468 2.797 -1.175  0.14
H -0.410 -3.011 1.910  0.09
H -0.678 -1.420 2.651  0.09
H 0.980 -2.007 2.370  0.09
H 1.403 -0.068 0.910  0.13
H -0.229 0.520 1.250  0.12
H 0.707 -0.326 -1.543  0.14
H -1.213 1.502 -2.819  0.08
H -1.639 0.297 -1.474  0.02
H -1.671 2.158 -1.266  0.07

E_HOMO: -10.26 eV
HOMO-LUMO gap: 11.083 eV
SMILES string: COC[C@@H](C)C#N

=====

(12)
Here is a single C5H9NO molecule from OMol25. Energies are from the ωB97M-V functional and the def2-TZVPD basis.

Last column: Löwdin charge in e.
Element x y z (Å)
C -0.785 1.401 0.212  -0.01
C -0.489 -0.027 -0.073  -0.13
C -1.522 -0.832 -0.768  -0.02
N 1.770 -0.687 -0.579  0.11
C 1.949 -0.019 0.695  -0.10
C 0.632 -0.736 0.485  -0.71
O 0.233 -1.792 1.069  -0.03
H -1.299 1.432 1.186  0.12
H -1.461 1.837 -0.531  0.09
H 0.121 2.002 0.320  0.08
H -1.830 -0.322 -1.689  0.10
H -2.416 -0.916 -0.139  0.11
H -1.156 -1.841 -0.960  0.10
H 1.613 -0.027 -1.338  0.09
H 2.617 -0.543 1.373  0.11
H 2.022 1.070 0.738  0.10

E_HOMO (alpha / beta): -8.10 / -8.10 eV
HOMO-LUMO gap (alpha / beta): 7.121 / 7.114 eV

=====

(13)
Here is a molecular structure, C5H9NO from OMol25. Energies are from the ωB97M-V functional and the def2-TZVPD basis.

Last column: Löwdin charge in e.
Element x y z (Å)
C -0.852 -1.161 2.062  -0.06
C 0.258 -1.283 -0.512  -0.03
C 0.559 -0.305 -1.620  -0.14
N 0.727 0.737 -0.564  -0.10
C 0.265 2.101 -0.717  -0.07
C 0.272 -0.237 0.333  -0.40
O -0.038 -0.069 1.624  -0.03
H -1.851 -1.072 1.621  0.10
H -0.900 -1.113 3.147  0.09
H -0.435 -2.129 1.762  0.08
H 0.377 -2.346 -0.387  0.09
H 1.435 -0.465 -2.250  0.11
H -0.324 -0.087 -2.235  0.11
H 0.262 2.593 0.259  0.08
H 0.980 2.637 -1.355  0.08
H -0.735 2.198 -1.168  0.08

E_HOMO: -7.81 eV
HOMO-LUMO gap: 8.874 eV

=====

(14)
Here is a single C5H9NO molecule from OMol25. Energies are from the ωB97M-V functional and the def2-TZVPD basis.

Last column: Löwdin charge in e.
Element x y z (Å)
C -0.525 0.844 -1.218  0.00
C 0.096 -0.200 -0.273  -0.50
C 0.305 -1.644 -0.715  -0.01
N 1.212 0.330 0.553  0.02
C 0.306 0.712 1.658  -0.09
C -0.801 -0.062 0.942  -0.38
O -1.923 -0.412 1.172  0.13
H -1.214 0.378 -1.924  0.09
H 0.200 1.468 -1.745  0.08
H -1.124 1.520 -0.599  0.09
H 1.292 -1.825 -1.154  0.08
H -0.467 -1.980 -1.410  0.08
H 0.238 -2.279 0.177  0.09
H 1.712 1.105 0.128  0.10
H 0.558 0.258 2.616  0.11
H 0.135 1.787 1.792  0.12

E_HOMO: -9.36 eV
HOMO-LUMO gap: 10.270 eV
SMILES string: CC1(C)NCC1=O

=====

(15)
Here is a single C5H9NO molecule from OMol25. Energies are from the ωB97M-V functional and the def2-TZVPD basis.

Last column: Löwdin charge in e.
Element x y z (Å)
C -2.004 -0.085 -0.335  -0.06
C -1.133 0.494 0.754  -0.32
N -0.474 -0.360 1.738  0.07
C 0.343 0.352 0.756  -0.24
C 1.073 -0.395 -0.309  -0.27
C 2.188 0.232 -1.015  -0.11
O 2.421 -0.723 0.005  -0.03
H -2.135 0.638 -1.147  0.08
H -2.994 -0.333 0.059  0.08
H -1.586 -0.999 -0.770  0.07
H -1.525 1.408 1.199  0.13
H -0.562 -1.340 1.474  0.10
H 0.943 1.147 1.191  0.14
H 0.538 -1.201 -0.814  0.14
H 2.442 -0.090 -2.023  0.11
H 2.463 1.255 -0.763  0.12

E_HOMO: -9.40 eV
HOMO-LUMO gap: 10.424 eV
SMILES string: C[C@H]1N[C@H]1[C@H]1CO1

=====

(16)
Here is a single C5H9NO molecule from OMol25. Energies are from the ωB97M-V functional and the def2-TZVPD basis.

Last column: Löwdin charge in e.
Element x y z (Å)
C -1.084 -0.864 0.732  -0.04
C -0.244 0.237 0.068  -0.53
C -0.276 0.088 -1.460  -0.04
C -0.790 1.559 0.437  -0.19
N -1.179 2.605 0.743  0.17
C 1.213 0.193 0.587  -0.22
O 1.838 -1.038 0.296  -0.05
H -0.638 -1.837 0.507  0.09
H -1.115 -0.734 1.818  0.09
H -2.110 -0.845 0.352  0.09
H -1.305 -0.009 -1.818  0.09
H 0.271 -0.815 -1.744  0.08
H 0.177 0.952 -1.957  0.09
H 1.772 1.038 0.166  0.13
H 1.207 0.309 1.675  0.13
H 2.334 -0.952 -0.530  0.10

E_HOMO: -10.84 eV
HOMO-LUMO gap: 11.389 eV
SMILES string: CC(C)(C#N)CO

=====

The calculation returns the following energy relative to the best compared isomer or geometry (same formula, charge and spin) values, one per record and in order: 149.61, 447.53, 364.24, 525.18, 396.04, 181.99, 316.23, 214.11, 209.28, 506.33, 339.72, 462.35, 303.20, 179.40, 287.22, 98.57 kJ/mol.